DFT (wB97M-V/def2-TZVPD) results for a molecular structure, C27H51N3OPtSi.

The HOMO energy (spin up / spin down) comes out at -6.10 / -7.75 eV. The orbital gap (spin up / spin down) comes out at 0.2377 / 0.2652 Ha.

Structure (ORCA input):
```
! RIJCOSX wB97M-V def2-TZVPD def2/J DEFGRID3
* xyz 0 3
Pt -0.24 0.56 0.22
C -2.26 -0.10 0.11
C -2.10 0.76 1.27
C -1.95 -0.19 2.44
C -2.01 -1.47 1.93
C -2.19 -1.47 0.53
C -2.36 -2.66 -0.37
C -1.73 -2.39 -1.74
C -3.86 -2.92 -0.54
C -1.71 -3.90 0.25
C -1.62 0.11 3.90
C -2.71 0.90 4.63
C -0.28 0.86 3.99
C -1.46 -1.20 4.69
C -2.69 2.17 1.25
C -4.14 2.11 1.76
C -2.75 2.70 -0.18
C -1.87 3.18 2.06
H -2.67 0.23 -0.83
H -1.86 -2.36 2.51
H -2.27 -1.61 -2.28
H -1.77 -3.30 -2.35
H -0.70 -2.06 -1.66
H -4.36 -2.06 -1.00
H -4.34 -3.12 0.42
H -4.03 -3.79 -1.19
H -0.65 -3.73 0.44
H -1.80 -4.75 -0.44
H -2.18 -4.18 1.19
H -2.79 1.93 4.30
H -2.49 0.92 5.70
H -3.69 0.43 4.50
H -0.22 1.71 3.32
H 0.55 0.19 3.74
H -0.12 1.22 5.02
H -2.38 -1.78 4.71
H -1.19 -0.96 5.72
H -0.67 -1.83 4.27
H -4.72 1.42 1.15
H -4.60 3.10 1.68
H -4.21 1.78 2.79
H -3.51 2.20 -0.77
H -1.79 2.59 -0.71
H -3.00 3.76 -0.15
H -1.85 2.97 3.12
H -2.29 4.18 1.93
H -0.83 3.20 1.70
C 4.04 0.21 3.65
C 3.26 -0.85 2.89
N 2.31 -0.18 2.02
C 2.53 1.02 1.42
N 1.64 1.43 0.55
C 1.92 2.64 -0.21
C 2.62 3.66 0.66
C 3.90 3.04 1.19
N 3.63 1.73 1.77
C 4.65 1.16 2.64
H 4.81 -0.25 4.26
H 3.36 0.76 4.30
H 2.71 -1.50 3.57
H 3.95 -1.47 2.32
H 1.54 -0.69 1.63
H 0.98 3.02 -0.61
H 2.54 2.39 -1.08
H 1.97 3.93 1.50
H 2.85 4.56 0.10
H 4.35 3.66 1.98
H 4.64 2.96 0.39
H 5.15 1.99 3.15
H 5.41 0.64 2.05
C -2.17 1.44 -3.38
Si -0.32 1.14 -3.19
C 0.47 2.82 -3.45
C 0.23 0.06 -4.60
O 0.07 0.43 -1.78
H -2.37 1.73 -4.42
H -2.53 2.23 -2.73
H -2.75 0.53 -3.18
H 0.23 3.19 -4.45
H 1.55 2.78 -3.35
H 0.09 3.56 -2.73
H -0.10 0.47 -5.56
H -0.20 -0.94 -4.50
H 1.31 -0.05 -4.63
*
```

=====

DFT (wB97M-V/def2-TZVPD) results for 9 unconnected molecules or ions with the total composition C27H52Cl16NP.

The SMILES is CCCPCCCCn1cccc1.ClCCCl.ClCCCl.ClCCCl.ClCCCl.ClCCCl.ClCCCl.ClCCCl.ClCCCl. The HOMO energy comes out at -7.16 eV. The orbital gap comes out at 0.2739 Ha.

Structure (ORCA input):
```
! RIJCOSX wB97M-V def2-TZVPD def2/J DEFGRID3
* xyz 0 1
C 3.60 4.15 -2.18
C 4.16 2.81 -1.40
C 4.33 1.56 -2.45
P 2.68 1.15 -3.41
C 2.72 -0.75 -3.59
C 1.75 -1.57 -2.56
C 1.55 -0.88 -1.09
C 0.04 -0.29 -0.80
N -0.48 0.65 -1.87
C -0.88 0.45 -3.32
C -1.44 1.82 -4.06
C -1.38 2.96 -2.87
C -0.77 2.12 -1.60
H 4.15 5.14 -1.91
H 2.45 4.24 -1.91
H 3.67 3.93 -3.34
H 3.38 2.54 -0.57
H 5.17 3.07 -0.83
H 5.21 1.86 -3.19
H 4.73 0.64 -1.83
H 2.86 1.82 -4.69
H 3.80 -1.24 -3.54
H 2.32 -0.99 -4.69
H 2.28 -2.63 -2.38
H 0.69 -1.84 -3.01
H 1.71 -1.76 -0.29
H 2.33 -0.06 -0.81
H 0.12 0.35 0.20
H -0.76 -1.13 -0.60
H -0.83 -0.56 -3.91
H -1.83 1.92 -5.17
H -1.70 4.08 -2.95
H -0.62 2.66 -0.57
Cl 7.91 2.53 -3.58
C 7.15 4.12 -3.79
C 7.92 5.23 -3.08
Cl 7.82 5.08 -1.30
H 6.12 4.06 -3.43
H 7.12 4.32 -4.86
H 7.50 6.20 -3.34
H 8.98 5.22 -3.36
Cl -3.36 -0.13 -0.92
C -4.32 -0.82 0.41
C -3.99 -2.29 0.65
Cl -4.55 -3.33 -0.68
H -5.38 -0.68 0.18
H -4.08 -0.24 1.31
H -4.50 -2.64 1.56
H -2.92 -2.45 0.78
Cl -8.42 -3.51 3.25
C -8.78 -4.25 1.67
C -7.79 -3.82 0.60
Cl -7.98 -2.10 0.16
H -9.80 -4.00 1.40
H -8.71 -5.34 1.82
H -7.95 -4.40 -0.31
H -6.75 -3.97 0.92
Cl -7.93 -7.90 0.31
C -7.15 -8.29 -1.24
C -6.12 -7.25 -1.64
Cl -6.87 -5.69 -2.07
H -7.93 -8.39 -2.00
H -6.67 -9.26 -1.12
H -5.57 -7.59 -2.52
H -5.40 -7.07 -0.84
Cl 0.87 1.93 1.94
C 1.91 1.32 3.25
C 2.30 -0.13 3.05
Cl 0.92 -1.24 3.24
H 1.38 1.47 4.20
H 2.81 1.95 3.26
H 3.04 -0.43 3.79
H 2.73 -0.30 2.05
Cl -10.57 -0.14 8.14
C -10.45 -0.65 6.44
C -9.05 -1.11 6.07
Cl -7.89 0.25 6.04
H -10.79 0.18 5.81
H -11.16 -1.48 6.31
H -9.05 -1.54 5.06
H -8.68 -1.86 6.76
Cl 11.07 8.71 -1.15
C 10.03 9.23 0.20
C 8.64 8.64 0.12
Cl 7.70 9.30 -1.24
H 10.01 10.33 0.20
H 10.53 8.91 1.12
H 8.08 8.87 1.03
H 8.67 7.55 0.01
Cl 3.82 -3.22 1.99
C 2.86 -3.92 3.32
C 3.19 -5.38 3.56
Cl 2.63 -6.42 2.22
H 1.80 -3.77 3.09
H 3.10 -3.33 4.21
H 2.68 -5.73 4.46
H 4.26 -5.54 3.69
*
```

=====

DFT (wB97M-V/def2-TZVPD) results for a molecular structure, C27H52FeN3O2P2.

The HOMO energy (spin up / spin down) comes out at -13.57 / -13.57 eV. The orbital gap (spin up / spin down) comes out at 0.2912 / 0.1951 Ha.

Structure (ORCA input):
```
! RIJCOSX wB97M-V def2-TZVPD def2/J DEFGRID3
* xyz 2 6
Fe -1.80 0.08 -0.32
P -2.12 2.31 -0.24
P -1.89 -2.13 -0.78
N -3.65 0.10 -1.28
C -3.74 2.53 -1.14
H -4.30 3.42 -0.80
H -3.50 2.65 -2.21
C -4.50 1.22 -0.94
H -4.89 1.18 0.11
H -5.41 1.23 -1.59
C -4.38 -1.15 -1.22
H -5.29 -1.09 -1.87
H -4.76 -1.40 -0.20
C -3.49 -2.29 -1.72
H -3.26 -2.13 -2.79
H -3.96 -3.28 -1.61
C -2.12 -3.28 0.69
C -1.05 -3.08 1.77
H -1.34 -3.62 2.69
H -0.92 -2.01 2.03
H -0.07 -3.47 1.45
C -0.60 -2.83 -1.95
C 0.78 -2.98 -1.27
H 1.56 -3.15 -2.03
H 0.78 -3.85 -0.59
H 1.05 -2.08 -0.69
C -0.91 3.40 -1.20
C 0.45 3.52 -0.49
H 1.20 3.94 -1.18
H 0.82 2.54 -0.13
H 0.38 4.19 0.38
C -2.44 3.05 1.45
C -1.34 2.71 2.47
H -1.68 2.98 3.49
H -0.41 3.26 2.26
H -1.10 1.63 2.47
C -2.62 -0.15 1.22
O -3.20 -0.30 2.23
C -0.99 -4.10 -2.73
H -1.01 -4.99 -2.08
H -1.97 -4.00 -3.22
H -0.24 -4.29 -3.52
C -1.44 4.77 -1.66
H -0.72 5.21 -2.37
H -2.41 4.69 -2.17
H -1.54 5.47 -0.82
C -2.78 4.55 1.48
H -3.17 4.83 2.47
H -1.88 5.17 1.30
H -3.53 4.83 0.72
C -2.30 -4.77 0.35
H -1.35 -5.23 0.05
H -2.66 -5.31 1.25
H -3.04 -4.93 -0.45
H -3.08 -2.89 1.09
H -3.35 2.49 1.74
H -0.52 -2.00 -2.68
H -0.76 2.77 -2.11
H -1.33 0.76 -3.32
H -0.62 0.54 -3.01
C 7.12 0.48 -1.02
C 6.54 0.39 0.38
N 5.18 -0.16 0.45
C 5.03 -1.47 1.12
C 5.47 -1.53 2.61
C 4.10 0.50 -0.14
O 4.28 1.42 -0.93
C 2.70 0.27 0.33
C 2.63 0.18 1.71
C 1.47 0.01 2.35
C 0.33 -0.03 1.61
N 0.25 0.11 0.25
C 1.45 0.27 -0.42
H 7.15 -0.53 -1.47
H 8.15 0.88 -0.94
H 6.54 1.17 -1.66
H 7.24 -0.24 0.96
H 6.53 1.40 0.87
H 3.99 -1.86 1.06
H 5.64 -2.21 0.58
H 4.89 -0.89 3.29
H 5.33 -2.57 2.97
H 6.54 -1.28 2.74
H 3.50 0.28 2.33
H 1.44 -0.07 3.43
H -0.51 -0.16 2.23
H 1.47 0.40 -1.50
*
```

=====

DFT (wB97M-V/def2-TZVPD) results for a molecular structure, C27H52LaOP2.

The HOMO energy comes out at -10.25 eV. The orbital gap comes out at 0.2888 Ha.

Structure (ORCA input):
```
! RIJCOSX wB97M-V def2-TZVPD def2/J DEFGRID3
* xyz 1 1
La 0.25 -0.11 0.05
C -1.89 1.57 0.18
C -2.32 0.67 -0.83
C -2.10 -0.51 1.13
C -1.82 0.85 1.41
C -2.45 -0.60 -0.25
C -1.80 3.05 0.01
H -1.40 3.30 -0.99
H -1.13 3.50 0.76
H -2.80 3.52 0.11
C -1.72 1.42 2.75
H -1.47 2.49 2.70
H -0.93 0.91 3.29
H -2.66 1.31 3.31
C -2.23 -1.61 2.11
H -3.29 -1.80 2.38
H -1.65 -1.38 3.01
H -1.82 -2.55 1.69
C -3.14 -1.79 -0.81
H -4.24 -1.71 -0.67
H -2.82 -2.72 -0.32
H -2.92 -1.89 -1.89
C -2.96 1.14 -2.08
H -3.92 1.62 -1.85
H -3.11 0.34 -2.80
H -2.34 1.89 -2.59
C 1.60 0.45 -3.36
C 0.57 1.32 -3.51
C -0.03 1.56 -4.86
C -0.90 0.42 -5.48
C -1.06 -0.86 -4.72
C 0.01 -1.73 -4.61
C 1.32 -1.37 -5.22
C 2.18 -0.25 -4.54
H 0.74 1.80 -5.61
H -0.49 0.21 -6.48
H -0.66 2.45 -4.81
H 2.46 0.46 -5.34
H 2.03 0.20 -2.37
H 0.12 1.86 -2.66
H 3.12 -0.71 -4.24
H 1.94 -2.27 -5.21
H -0.03 -2.64 -4.02
H 1.20 -1.08 -6.28
H -1.90 0.84 -5.62
H -2.00 -1.00 -4.21
P 1.89 1.98 0.67
C 1.46 2.71 2.27
H 2.32 3.34 2.57
H 1.26 1.90 3.01
H 0.53 3.30 2.19
C 3.56 1.28 0.88
H 4.18 2.09 1.31
H 3.96 0.95 -0.10
H 3.54 0.40 1.55
C 2.04 3.40 -0.41
H 2.46 3.10 -1.39
H 2.69 4.13 0.11
H 1.04 3.83 -0.60
P 1.08 -2.67 -0.24
C -0.21 -3.83 -0.71
H 0.32 -4.70 -1.14
H -0.91 -3.37 -1.44
H -0.79 -4.10 0.20
C 2.71 -2.76 -1.02
H 2.65 -2.81 -2.13
H 3.23 -3.64 -0.57
H 3.29 -1.84 -0.77
C 1.46 -3.34 1.39
H 1.70 -4.40 1.23
H 0.60 -3.22 2.06
H 2.29 -2.81 1.86
C 0.21 -1.32 4.73
C 1.15 -0.70 3.68
C 2.51 -1.36 3.86
O 0.74 -0.60 2.31
H 0.01 -2.39 4.59
H -0.75 -0.80 4.82
H 0.68 -1.25 5.73
H 1.26 0.35 3.98
H 2.44 -2.46 3.82
H 3.21 -1.02 3.10
H 2.92 -1.10 4.85
*
```

=====

DFT (wB97M-V/def2-TZVPD) results for a molecular structure, C27H53F3InO4.

The HOMO energy comes out at -4.24 eV. The orbital gap comes out at 0.2438 Ha.

Structure (ORCA input):
```
! RIJCOSX wB97M-V def2-TZVPD def2/J DEFGRID3
* xyz -1 1
C -5.01 -0.27 1.60
C -4.17 -0.07 0.34
C -5.01 -0.03 -0.94
C -5.50 -1.40 -1.50
C -4.88 -2.66 -0.89
C -3.42 -2.88 -1.33
C -2.49 -3.39 -0.22
C -1.04 -2.94 -0.40
C -0.40 -3.40 -1.71
C 1.14 -3.33 -1.75
In 2.15 -2.08 -0.20
C 2.08 -3.10 1.78
C 1.79 -4.62 1.71
C 0.49 -5.02 2.43
C -0.26 -6.23 1.87
O -0.16 -6.29 0.45
C 1.14 -0.08 -0.18
C 0.68 0.34 -1.57
C 0.14 1.77 -1.68
C 1.23 2.83 -1.51
C 0.75 4.25 -1.80
C 1.78 5.31 -1.42
C 1.69 5.76 0.04
C 0.64 6.83 0.27
O 1.05 7.63 1.40
C 0.37 8.75 1.62
C 0.92 9.51 2.79
O -0.56 9.09 0.96
C 4.26 -1.70 -0.91
C 5.32 -1.29 0.09
O 5.50 -2.32 1.06
C 4.99 0.00 0.84
F 4.68 1.00 -0.01
F 3.98 -0.13 1.70
F 6.07 0.42 1.55
H -5.82 -0.99 1.42
H -4.41 -0.64 2.43
H -5.47 0.67 1.92
H -3.63 0.88 0.42
H -3.39 -0.83 0.27
H -5.88 0.60 -0.73
H -4.45 0.48 -1.72
H -6.59 -1.45 -1.42
H -5.28 -1.43 -2.57
H -5.49 -3.51 -1.20
H -4.93 -2.64 0.20
H -3.39 -3.57 -2.17
H -3.01 -1.94 -1.71
H -2.86 -3.04 0.75
H -2.52 -4.49 -0.18
H -0.43 -3.32 0.42
H -1.01 -1.85 -0.33
H -0.74 -4.43 -1.90
H -0.81 -2.79 -2.53
H 1.54 -4.35 -1.71
H 1.46 -2.93 -2.71
H 3.02 -2.91 2.29
H 1.30 -2.61 2.37
H 1.74 -4.98 0.68
H 2.62 -5.16 2.18
H 0.72 -5.24 3.47
H -0.19 -4.16 2.45
H -1.32 -6.16 2.16
H 0.14 -7.16 2.31
H -0.83 -6.90 0.12
H 0.28 -0.14 0.50
H 1.84 0.66 0.23
H 1.50 0.24 -2.29
H -0.10 -0.35 -1.92
H -0.62 1.92 -0.90
H -0.35 1.92 -2.65
H 1.63 2.79 -0.49
H 2.07 2.59 -2.18
H 0.48 4.34 -2.86
H -0.18 4.42 -1.23
H 2.78 4.90 -1.60
H 1.69 6.18 -2.08
H 2.65 6.14 0.39
H 1.45 4.88 0.65
H 0.51 7.49 -0.59
H -0.34 6.41 0.51
H 1.44 10.39 2.41
H 1.61 8.90 3.37
H 0.10 9.85 3.41
H 4.63 -2.61 -1.39
H 4.22 -0.93 -1.69
H 6.29 -1.07 -0.38
H 6.42 -2.32 1.34
*
```